[1]
Below is a structure of composition C17H12ClCoIN2OSe4 in a non-equilibrium geometry, with properties calculated with the ωB97M-V functional and the def2-TZVPD basis.

Properties
Calculated total energy (eV): -342489.777
ΔE to the lowest compared entry with this formula, charge and spin (kJ/mol): 15.25
Total charge: -1
Gap between HOMO and LUMO (alpha / beta) (Eh): 0.1682 / 0.1681

Atoms and positions in Å:
Co 0.980 0.750 -0.552
Cl 1.506 -1.644 6.290
C 1.587 -0.876 4.724
C 2.605 0.057 4.468
C 2.691 0.664 3.250
C 1.774 0.392 2.186
O 1.955 1.004 1.083
C 0.734 -0.547 2.484
C -0.307 -0.891 1.568
N -0.423 -0.394 0.388
C -1.491 -0.709 -0.454
C -2.660 -1.353 -0.120
C -3.640 -1.613 -1.098
C -3.467 -1.223 -2.397
C -2.295 -0.525 -2.771
C -2.044 -0.070 -4.085
C -0.892 0.609 -4.354
C 0.018 0.852 -3.308
N -0.193 0.449 -2.080
C -1.324 -0.254 -1.794
C 0.675 -1.165 3.753
H 3.317 0.286 5.251
H 3.466 1.389 3.037
H -1.040 -1.608 1.941
H -2.848 -1.661 0.899
H -4.544 -2.129 -0.802
H -4.221 -1.425 -3.147
H -2.773 -0.269 -4.862
H -0.658 0.968 -5.345
H 0.941 1.389 -3.482
H -0.121 -1.873 3.950
Se -1.378 2.685 0.647
Se 0.050 3.754 1.966
Se 1.889 4.331 0.554
Se 1.383 3.269 -1.368
I 2.021 -2.102 -2.411
C 2.486 -0.236 -1.343
H 3.175 -0.594 -0.578
H 3.067 0.314 -2.086

Cartesian forces (eV/Å) of the 6 atoms listed first:
Co -0.82 1.47 0.60
Cl -0.02 -0.03 0.03
C -0.09 -0.01 -0.12
C 0.03 0.02 -0.01
C 0.04 0.03 -0.05
C -0.06 -0.07 0.29

Atomic partial charges in e from the Löwdin method, atoms 1 to 4:
1. Co 0.19
2. Cl 0.61
3. C -0.68
4. C -0.11

***

[2]
Below is a cluster of 2 separate species, C7H11FNO2 in total in a non-equilibrium geometry, with properties calculated with the ωB97M-V functional and the def2-TZVPD basis.

Properties
Calculated total energy (eV): -15739.200
Total charge: -1
Gap between HOMO and LUMO (Eh): 0.1862

Atoms and positions in Å:
C -1.961 -0.342 -0.008
C -0.859 0.623 0.384
F 0.425 0.026 -0.112
C -0.858 0.920 1.837
C 0.538 1.057 2.392
C 1.346 -0.210 2.532
O 0.942 -1.333 2.642
O 2.726 0.019 2.555
H -1.698 -1.337 0.345
H -2.853 -0.020 0.522
H -2.145 -0.352 -1.081
H -0.946 1.518 -0.242
H -1.359 0.088 2.343
H 1.145 1.744 1.802
H 0.509 1.497 3.397
H 3.114 -0.591 1.916
C 0.780 -0.643 -3.374
C -0.565 -0.371 -3.854
N -1.627 -0.172 -4.241
H 1.465 0.115 -3.752
H 0.782 -0.617 -2.281
H 1.098 -1.622 -3.725

Cartesian forces (eV/Å) of the 6 atoms listed first:
C 0.19 0.15 0.12
C -0.80 0.54 0.74
F 0.25 -0.28 -0.44
C 0.13 -0.62 -0.47
C -0.27 0.48 0.24
C -0.01 -0.23 -0.05

Atomic partial charges in e from the Löwdin method, atoms 1 to 4:
1. C -0.09
2. C -0.43
3. F -0.16
4. C -0.23

***

[3]
Below is the molecule C3H8N2O in a non-equilibrium geometry, with properties calculated with the ωB97M-V functional and the def2-TZVPD basis.

Properties
Calculated total energy (eV): -8266.564
ΔE to the lowest compared entry with this formula, charge and spin (kJ/mol): 266.46
Total charge: 0
SMILES string: CNNC(C)=O
Gap between HOMO and LUMO (Eh): 0.3617

Atoms and positions in Å:
C -1.225 -0.425 1.491
N 0.095 0.167 1.005
N 0.127 1.069 -0.010
C 0.575 0.738 -1.227
C 0.796 -0.758 -1.404
O 0.851 1.462 -2.199
H -1.218 -1.488 1.370
H -1.998 0.272 0.995
H -1.183 -0.026 2.475
H 0.853 0.342 1.744
H -0.032 2.038 0.107
H 0.582 -1.177 -0.452
H 0.071 -1.236 -2.037
H 1.707 -0.980 -1.857

Cartesian forces (eV/Å) of the 6 atoms listed first:
C 1.35 4.30 -1.35
N 1.04 -0.51 2.22
N -0.18 0.36 -0.41
C 1.60 -1.75 -3.80
C -1.86 0.54 0.61
O -0.98 0.21 2.28

Atomic partial charges in e from the Löwdin method, atoms 1 to 4:
1. C -0.04
2. N -0.18
3. N 0.00
4. C -0.49

***

[4]
Below is a structure of composition CH2Br3NO2S in a non-equilibrium geometry, with properties calculated with the ωB97M-V functional and the def2-TZVPD basis.

Properties
Calculated total energy (eV): -227613.030
ΔE to the lowest compared entry with this formula, charge and spin (kJ/mol): 268.00
Total charge: 0
Gap between HOMO and LUMO (Eh): 0.2861

Atoms and positions in Å:
C 2.437 -1.985 -0.198
N -1.254 -0.406 -0.132
O -1.022 1.551 -1.666
O 0.661 1.165 0.059
S -0.679 1.113 -0.339
Br 1.335 -2.296 1.210
Br 3.182 -0.303 -0.345
Br -1.816 2.476 0.876
H -0.580 -0.677 0.574
H -2.263 -0.637 -0.038

Cartesian forces (eV/Å) of the 6 atoms listed first:
C 0.97 -0.37 -1.62
N 0.57 0.73 0.54
O 0.08 -0.42 0.76
O 1.44 -0.44 1.21
S -2.55 0.81 -4.04
Br -0.61 0.16 1.26

Atomic partial charges in e from the Löwdin method, atoms 1 to 4:
1. C -1.09
2. N -0.10
3. O -0.37
4. O -0.43